P) Formula: C4H4O2S2
Source: the Open Molecules 2025 dataset
Level of theory: ωB97M-V with the def2-TZVPD basis set

Each line ends with the Mulliken charge.
Cartesian coordinates (Å):
C  -0.620  2.028  0.287  -0.20
H  1.040  3.000  -0.476  0.36
O  1.267  0.906  -0.623  -0.32
S  2.296  -1.392  0.075  -0.23
H  1.273  0.358  1.376  0.32
C  0.596  2.020  -0.292  -0.12
C  -1.579  0.000  -0.365  0.00
O  -1.317  0.861  0.613  -0.33
H  -1.274  0.327  -1.339  0.35
C  1.560  0.008  0.373  0.02
H  -1.120  2.960  0.535  0.40
S  -2.250  -1.428  -0.078  -0.25

Computed properties:
HOMO energy = -0.3362 Eh
Charge = 0
HOMO-LUMO gap = 8.99 eV
E_LUMO = -0.16 eV
SMILES = S=CO/C=C\OC=S

Q) Formula: C4H4O2S2
Source: the Open Molecules 2025 dataset
Level of theory: ωB97M-V with the def2-TZVPD basis set

Each line ends with the Mulliken charge.
Cartesian coordinates (Å):
O  1.504  1.690  -0.212  -0.53
S  2.643  -0.620  0.119  -0.18
H  -2.772  -0.446  1.315  0.29
C  -2.556  -0.284  0.263  -0.28
C  -0.556  -1.247  -0.216  -0.51
H  0.026  -2.146  -0.423  0.34
C  -0.111  -0.006  -0.018  0.44
H  1.964  -1.669  0.576  0.10
H  -3.541  -0.158  -0.276  0.28
C  1.267  0.517  -0.046  0.53
O  -1.886  -1.436  -0.247  -0.36
S  -1.448  1.152  0.043  -0.11

Computed properties:
HOMO energy = -0.3123 Eh
Charge = 0
HOMO-LUMO gap = 8.67 eV
E_LUMO = 0.17 eV
SMILES = O=C(S)C1=COCS1

Least stable: P)

P) Formula: C5H16N3
Source: the Open Molecules 2025 dataset
Level of theory: ωB97M-V with the def2-TZVPD basis set

Each line ends with the Mulliken charge.
Cartesian coordinates (Å):
H  1.440  1.877  -0.691  0.36
H  1.162  -2.143  -1.525  0.41
N  0.948  1.249  -1.339  -0.32
H  -0.184  -1.469  0.943  0.48
C  1.155  -1.253  -2.027  -1.40
H  -2.552  0.285  -0.399  0.39
H  -0.693  1.823  1.845  0.23
H  0.829  -0.368  3.034  0.56
H  -3.080  -0.817  0.751  0.44
H  -1.832  -1.457  -0.160  0.30
N  -1.387  1.482  1.197  -0.67
H  -2.307  1.638  1.639  0.31
H  1.026  0.989  2.360  0.49
H  2.196  -0.068  -0.592  0.55
C  -2.304  -0.530  0.188  -0.97
H  1.916  -1.337  -2.891  0.33
H  -0.028  1.320  -1.228  0.30
H  1.956  -0.396  1.873  0.35
C  0.972  0.022  2.105  -1.69
C  1.255  -0.239  -0.944  -0.55
H  0.160  -1.331  -2.422  0.38
H  1.337  1.383  -2.315  0.36
N  -1.332  0.045  1.144  0.36
C  -0.109  -0.511  1.224  0.02

Computed properties:
HOMO energy = -0.4071 Eh
Charge = +1
HOMO-LUMO gap = 8.23 eV
E_LUMO = -2.85 eV

Q) Formula: C5H16N3
Source: the Open Molecules 2025 dataset
Level of theory: ωB97M-V with the def2-TZVPD basis set

Each line ends with the Mulliken charge.
Cartesian coordinates (Å):
H  -0.650  0.567  -0.895  0.19
H  -1.946  2.022  1.396  0.38
H  2.700  -2.081  0.355  0.29
H  0.239  1.448  1.812  0.44
H  0.839  -3.641  0.833  0.34
N  -2.580  2.634  -0.536  -0.61
H  3.522  -0.035  -0.457  0.23
H  -0.152  -0.094  1.428  0.35
C  0.749  -1.931  -0.497  -0.07
H  0.147  -1.444  -1.292  0.32
H  -2.641  0.699  0.613  0.33
H  -0.174  -3.867  -0.576  0.36
H  -0.170  2.248  -0.367  0.34
H  -2.823  2.116  -1.427  0.26
H  1.179  0.587  0.706  0.33
H  -3.508  2.884  -0.213  0.28
C  2.004  -1.462  -0.221  -0.32
N  0.218  0.796  1.019  -0.16
N  2.481  -0.134  -0.453  -0.64
H  2.123  0.280  -1.289  0.25
H  -0.754  -2.882  0.736  0.24
C  0.122  -3.160  0.141  -1.09
C  -0.636  1.298  -0.068  -0.32
C  -2.033  1.610  0.382  -0.72

Computed properties:
HOMO energy = -0.4551 Eh
Charge = +1
HOMO-LUMO gap = 9.39 eV
E_LUMO = -3.00 eV

R) Formula: C5H16N3
Source: the Open Molecules 2025 dataset
Level of theory: ωB97M-V with the def2-TZVPD basis set

Each line ends with the Mulliken charge.
Cartesian coordinates (Å):
H  1.034  1.498  1.188  0.33
H  1.864  0.187  1.586  0.37
H  -4.021  -0.322  -0.936  0.40
H  -3.635  -1.409  0.369  0.29
C  1.330  -2.139  -0.251  -1.04
H  1.295  -2.633  0.668  0.34
H  -3.032  1.557  -0.048  0.26
H  2.649  1.757  1.819  0.34
H  2.616  2.156  -0.497  0.38
N  -2.821  0.663  0.383  -0.65
N  1.588  0.471  -1.217  -0.53
C  2.011  1.102  1.145  -1.18
N  -0.692  -0.605  0.067  -0.29
C  0.322  -1.054  -0.364  0.67
H  -4.910  -0.098  0.285  0.39
H  2.079  0.101  -2.117  0.29
H  -1.525  0.143  0.091  0.52
H  3.447  0.598  -0.363  0.34
C  -3.880  -0.359  0.077  -0.95
H  2.428  -1.829  -0.433  0.26
H  0.921  1.133  -1.418  0.26
H  -2.710  0.797  1.345  0.29
C  2.543  1.122  -0.294  -0.43
H  1.099  -2.838  -1.082  0.35

Computed properties:
HOMO energy = -0.4967 Eh
Charge = +1
HOMO-LUMO gap = 10.65 eV
E_LUMO = -2.86 eV

Least stable: P)

P) Formula: C2H5ISi
Source: the Open Molecules 2025 dataset
Level of theory: ωB97M-V with the def2-TZVPD basis set

Each line ends with the Mulliken charge.
Cartesian coordinates (Å):
C  0.445  -2.111  -1.830  -0.49
I  2.396  0.852  0.233  0.16
Si  0.215  1.745  0.947  0.21
H  -0.683  -3.169  -0.206  0.38
C  -0.175  -2.703  -0.999  -0.28
H  -0.744  0.680  0.731  -0.13
H  0.366  2.139  2.333  -0.13
H  -0.014  2.911  0.108  -0.12
H  0.979  -1.653  -2.609  0.40

Computed properties:
HOMO energy (alpha / beta) = -0.1601 / -0.3900 Eh
Spin multiplicity = 3
Charge = 0
HOMO-LUMO gap (alpha / beta) = 4.96 / 6.43 eV
E_LUMO (alpha / beta) = 0.60 / -4.19 eV

Q) Formula: C2H5ISi
Source: the Open Molecules 2025 dataset
Level of theory: ωB97M-V with the def2-TZVPD basis set

Each line ends with the Mulliken charge.
Cartesian coordinates (Å):
H  1.905  -0.823  1.120  0.27
H  2.150  0.911  -0.345  0.26
H  0.239  -1.112  0.550  0.32
C  1.099  0.587  -0.423  -0.49
H  0.819  0.289  -1.432  0.34
Si  0.272  1.412  1.076  -0.12
I  -4.148  -1.016  -0.806  -0.08
H  -3.261  0.144  -0.499  0.07
C  0.925  -0.392  0.760  -0.57

Computed properties:
HOMO energy (alpha / beta) = -0.2472 / -0.3328 Eh
Spin multiplicity = 3
Charge = 0
HOMO-LUMO gap (alpha / beta) = 7.57 / 6.32 eV
E_LUMO (alpha / beta) = 0.85 / -2.73 eV

Least stable: P)

P) Formula: C3H2N2O
Source: the Open Molecules 2025 dataset
Level of theory: ωB97M-V with the def2-TZVPD basis set

Each line ends with the Mulliken charge.
Cartesian coordinates (Å):
H  0.338  -0.783  1.731  0.28
C  1.215  -0.491  -0.211  0.41
N  0.416  -1.042  0.752  -0.35
O  2.306  -0.372  -0.525  -0.40
H  -0.800  2.065  1.156  0.02
C  -0.153  -0.152  -0.326  -0.07
N  -2.078  0.542  -1.664  -0.41
C  -1.244  0.232  -0.914  0.53

Computed properties:
HOMO energy (alpha / beta) = -0.3992 / -0.3529 Eh
Charge = 0
HOMO-LUMO gap (alpha / beta) = 8.84 / 8.76 eV
E_LUMO (alpha / beta) = -2.02 / -0.84 eV

Q) Formula: C3H2N2O
Source: the Open Molecules 2025 dataset
Level of theory: ωB97M-V with the def2-TZVPD basis set

Each line ends with the Mulliken charge.
Cartesian coordinates (Å):
C  0.862  0.789  -0.010  0.05
C  0.687  -0.647  0.009  -0.15
O  -2.672  -0.045  -0.011  -0.30
N  -0.555  -1.083  0.002  -0.36
C  -1.550  -0.322  0.001  0.62
N  -0.156  1.516  0.013  -0.63
H  1.890  1.153  -0.049  0.36
H  1.494  -1.359  0.044  0.41

Computed properties:
HOMO energy (alpha / beta) = -0.3119 / -0.3126 Eh
Charge = 0
HOMO-LUMO gap (alpha / beta) = 6.61 / 6.63 eV
E_LUMO (alpha / beta) = -1.88 / -1.88 eV

Least stable: P)

P) Formula: C3H2N2O
Source: the Open Molecules 2025 dataset
Level of theory: ωB97M-V with the def2-TZVPD basis set

Each line ends with the Mulliken charge.
Cartesian coordinates (Å):
C  0.550  -0.316  0.084  0.01
C  -0.930  -0.265  0.369  0.30
O  -1.727  0.587  -0.406  -0.53
N  2.989  0.390  -0.055  -0.35
H  -1.384  -0.365  1.397  0.30
C  1.872  0.108  -0.057  0.32
H  -1.228  1.188  -1.021  0.33
N  -0.142  -1.328  -0.310  -0.38

Computed properties:
HOMO energy = -0.3890 Eh
Charge = 0
HOMO-LUMO gap = 9.91 eV
E_LUMO = -0.67 eV
SMILES = N#CC1=N[C@@H]1O

Q) Formula: C3H2N2O
Source: the Open Molecules 2025 dataset
Level of theory: ωB97M-V with the def2-TZVPD basis set

Each line ends with the Mulliken charge.
Cartesian coordinates (Å):
O  -2.546  1.805  0.215  -0.38
C  -0.309  -0.145  -0.105  -0.27
C  -2.438  0.728  -0.255  0.39
H  0.611  -0.686  -0.482  0.22
H  -0.386  0.151  0.847  0.32
C  -3.331  -0.359  -0.080  0.40
N  -3.815  -1.335  0.301  -0.31
N  -1.160  0.046  -0.981  -0.37

Computed properties:
HOMO energy = -0.3945 Eh
Charge = 0
HOMO-LUMO gap = 10.11 eV
E_LUMO = -0.62 eV
SMILES = C=NC(=O)C#N

Least stable: P)

P) Formula: CH5BO
Source: the Open Molecules 2025 dataset
Level of theory: ωB97M-V with the def2-TZVPD basis set

Each line ends with the Mulliken charge.
Cartesian coordinates (Å):
H  -0.514  -1.861  -0.713  -0.15
H  1.043  -0.567  0.039  0.35
B  -1.358  -0.220  0.084  0.33
H  -2.409  -0.082  -0.089  -0.04
O  -0.417  0.635  0.302  -0.36
H  1.226  0.859  -0.742  0.27
C  0.923  0.472  0.132  -0.65
H  1.506  0.765  0.987  0.24

Computed properties:
HOMO energy = -0.3292 Eh
Charge = 0
HOMO-LUMO gap = 9.65 eV
E_LUMO = 0.70 eV

Q) Formula: CH5BO
Source: the Open Molecules 2025 dataset
Level of theory: ωB97M-V with the def2-TZVPD basis set

Each line ends with the Mulliken charge.
Cartesian coordinates (Å):
H  -0.586  1.167  -1.030  0.27
O  2.629  -0.736  0.530  -0.59
C  -1.050  0.275  -0.651  -0.67
H  2.142  -1.072  -0.255  0.25
B  -0.046  0.125  0.517  0.16
H  -1.127  -0.420  -1.483  0.31
H  -0.076  0.641  1.570  0.01
H  -1.985  0.625  -0.134  0.26

Computed properties:
HOMO energy (alpha / beta) = -0.3746 / -0.3050 Eh
Charge = 0
HOMO-LUMO gap (alpha / beta) = 9.70 / 7.38 eV
E_LUMO (alpha / beta) = -0.49 / -0.92 eV

Least stable: Q)